222
Properties=species:S:1:pos:R:3:forces:R:3 method="wB97M-V/def2-TZVPD" smiles="O=S1(=O)CCCC1.O=S1(=O)CCCC1.O=S1(=O)CCCC1.O=S1(=O)CCCC1.COCCOCCOC.COCCOCCOC.COCCOCCOC.COCCOCCOC.COCCOCCOC.COCCOCCOC.Fc1ccccc1.Fc1ccccc1" charge=0 mol_weight_da=1477.95 gap_ev=9.6 max_force_ev_per_a=4.028
O 2.93382 2.65456 0.72869 -0.03 0.60 -0.13
S 1.85046 3.53947 0.31820 1.52 -0.95 -0.21
O 0.54753 3.07922 0.68644 -1.38 -0.24 -0.02
C 2.00986 5.20136 0.86691 0.00 -0.27 1.17
C 1.22157 6.02086 -0.16050 1.71 1.18 -0.62
C 1.29427 5.24643 -1.55464 -2.18 0.89 -0.11
C 1.99813 3.95819 -1.41858 3.13 -1.07 1.03
H 3.09681 5.39268 0.96560 -0.63 0.21 -0.28
H 1.58686 5.14888 1.88700 0.24 0.39 -0.37
H 0.18575 6.21307 0.11216 0.13 -0.27 0.15
H 1.73414 7.04339 -0.20870 -0.79 -1.35 -0.20
H 1.72862 5.85986 -2.35639 -0.33 -0.18 0.27
H 0.23988 4.96530 -1.80226 0.75 0.64 -0.21
H 3.14030 4.07277 -1.46979 -1.41 -0.06 -0.08
H 1.77008 3.09350 -2.04171 -0.48 0.33 -0.09
O 2.35542 4.60104 4.14137 0.11 0.03 -0.22
S 2.83822 3.48112 4.91795 -1.06 0.33 0.10
O 3.00041 3.68165 6.33339 0.09 -0.29 0.28
C 1.82951 2.02345 4.61051 1.20 -0.37 0.14
C 2.88355 0.88434 4.84877 -1.46 1.31 0.71
C 4.21708 1.31082 4.31615 2.01 0.30 0.56
C 4.32170 2.82404 4.22957 0.03 0.89 0.36
H 1.37613 2.14386 3.62450 0.21 -0.28 -0.02
H 1.09117 1.95095 5.38420 -0.65 0.28 0.20
H 2.84051 0.74042 5.94280 0.44 -0.23 -0.52
H 2.63083 0.00043 4.33421 -0.71 -1.24 -0.23
H 4.34889 0.96527 3.30823 0.12 -0.45 -0.44
H 5.05028 0.89992 4.93744 -0.62 0.23 -0.55
H 4.30127 3.22274 3.23392 0.10 -0.17 -0.79
H 5.11507 3.35964 4.75178 0.18 -0.42 0.17
O -0.19580 -2.59736 -1.05012 -0.29 -1.26 -0.78
S -0.14976 -1.30443 -0.45239 0.66 1.50 0.96
O -1.01281 -0.22951 -0.91460 -0.09 -0.45 -0.20
C -0.35811 -1.37027 1.32875 1.82 -0.20 0.09
C 0.71770 -0.35267 1.80684 0.28 -1.85 2.20
C 2.00402 -0.66297 1.02117 -0.34 1.20 -0.76
C 1.55106 -0.65158 -0.47038 -0.26 0.47 0.86
H -0.15528 -2.37874 1.77087 -0.05 0.77 -0.74
H -1.36577 -1.12554 1.51481 -1.19 0.42 0.33
H 0.44782 0.69068 1.85704 -0.28 0.33 -0.84
H 0.89723 -0.59807 2.88585 -0.07 0.09 -0.69
H 2.48349 -1.60360 1.28475 -0.37 -0.19 0.14
H 2.73508 0.14083 1.20986 -0.17 -0.26 -0.27
H 2.18613 -1.24643 -1.12663 -0.26 0.29 -0.13
H 1.37155 0.39784 -0.78853 0.51 -0.67 -0.09
O -2.34231 -3.63386 2.05108 -0.11 0.81 0.39
S -2.42202 -5.02883 1.71110 -1.49 2.26 -0.84
O -1.73665 -5.92534 2.54980 1.45 -2.03 1.26
C -4.13244 -5.57048 1.60820 0.40 0.73 0.22
C -4.04451 -6.60130 0.48323 1.21 1.23 -1.22
C -3.25366 -5.77012 -0.68936 0.46 -0.93 2.06
C -1.96235 -5.17568 0.01551 -0.02 -0.09 -1.34
H -4.77851 -4.65790 1.51277 0.49 -0.92 -0.57
H -4.29770 -5.93651 2.60617 -0.26 -0.52 0.36
H -3.33989 -7.43306 0.75411 -0.96 0.57 0.00
H -5.02545 -6.97186 0.18162 0.25 -0.05 -0.13
H -3.79861 -4.93122 -1.04132 -0.88 0.66 -0.21
H -3.03945 -6.41338 -1.52519 0.33 -0.23 -0.25
H -1.62639 -4.15032 -0.36805 -0.59 -1.55 0.54
H -1.11120 -5.87423 0.01411 -0.26 0.20 -0.20
C -0.98720 2.61932 -3.40982 -0.03 1.22 -0.15
O 0.26422 3.25543 -3.81401 -1.35 -1.03 2.11
C 0.53239 3.52021 -5.12875 1.67 0.64 -1.27
C -0.55333 3.96755 -6.04138 -1.96 -0.77 0.66
O -1.30433 2.74590 -6.33855 0.71 0.53 -0.30
C -2.59496 2.88039 -6.88300 -0.49 1.06 0.33
C -3.65054 2.75883 -5.75436 0.48 -0.18 -1.72
O -3.74206 3.93539 -5.00447 -0.58 0.27 -0.19
C -4.38428 4.94399 -5.75762 -1.14 0.73 0.15
H -1.40292 1.95681 -4.12182 0.37 -1.22 -0.80
H -1.79677 3.32577 -3.33085 -0.15 1.05 -0.05
H -0.98228 2.18683 -2.41825 1.03 -0.33 0.13
H 1.00192 2.67088 -5.66886 -0.10 0.12 0.42
H 1.31023 4.32888 -5.10809 -0.49 -0.57 -0.04
H -0.07572 4.37275 -6.92480 -0.17 0.15 -0.45
H -1.26072 4.68811 -5.56914 0.58 -0.22 -0.34
H -2.74277 2.12377 -7.64940 0.03 -0.27 0.01
H -2.71038 3.87018 -7.38152 0.13 -0.62 0.14
H -3.31895 1.94278 -5.15077 0.13 -0.38 0.83
H -4.61932 2.46609 -6.18142 -0.11 0.19 0.01
H -3.78126 5.32037 -6.58189 0.13 -0.15 -0.18
H -4.53359 5.80551 -5.09865 -0.01 -0.25 0.06
H -5.40980 4.66970 -6.18159 1.25 -0.10 0.62
C 9.46570 0.42720 4.03108 1.86 0.64 0.70
O 9.66192 1.76291 4.60001 -0.55 -1.37 -0.64
C 9.85578 2.77017 3.63914 1.58 0.52 0.72
C 8.63893 3.26384 2.91172 0.76 0.61 0.74
O 8.34727 2.44572 1.84059 0.30 -1.29 -0.23
C 7.16879 2.83668 1.24033 -0.92 0.43 -1.22
C 6.54451 1.71815 0.41343 3.52 -0.29 -0.59
O 6.14805 0.74829 1.33388 -0.39 -0.55 -0.58
C 6.00085 -0.55354 0.79244 0.85 0.24 -1.59
H 10.17189 0.28154 3.17561 -1.08 0.39 -0.02
H 8.40605 0.22235 3.83066 0.48 -0.08 -0.12
H 9.96043 -0.24634 4.75790 -1.03 0.13 0.05
H 10.56035 2.39137 2.85453 -0.17 0.49 0.53
H 10.34726 3.61043 4.25867 -0.76 -1.03 -1.26
H 8.89377 4.27034 2.56505 -0.24 0.31 -0.08
H 7.79090 3.31006 3.58674 -0.28 0.17 0.34
H 7.37197 3.70795 0.61973 -0.06 0.24 -0.48
H 6.46625 3.19348 1.98171 -0.51 -0.13 0.41
H 7.42143 1.35591 -0.33224 -1.70 0.28 1.65
H 5.78083 2.05837 -0.24666 -1.05 0.36 -0.26
H 7.02871 -0.92933 0.42848 -1.48 0.42 0.37
H 5.24450 -0.62030 -0.07719 1.01 0.21 1.25
H 5.68122 -1.13777 1.62681 -0.32 -0.71 0.33
C -1.01345 -4.67520 -4.83036 1.71 1.23 -0.25
O -0.95558 -5.11817 -6.14625 0.00 -0.36 -1.95
C -0.18702 -4.34287 -7.05125 -0.57 -0.17 -1.48
C -0.98489 -3.33877 -7.91390 0.89 1.61 -0.38
O -1.42437 -2.18698 -7.14428 1.13 -1.07 0.29
C -2.76506 -1.80177 -7.26961 -0.25 -2.09 -1.91
C -3.17209 -1.00123 -6.10994 -1.52 -0.79 1.28
O -3.47687 -1.91175 -5.01019 0.59 1.47 0.82
C -3.47030 -1.16645 -3.70659 0.37 -1.28 -1.71
H 0.04109 -4.46194 -4.54796 -0.50 -0.04 0.50
H -1.38815 -5.49010 -4.25439 -0.47 -0.33 0.61
H -1.56957 -3.74212 -4.75085 -0.36 -0.08 0.31
H 0.36811 -5.01228 -7.76895 -0.75 0.29 0.70
H 0.57503 -3.76550 -6.57674 0.63 0.41 0.87
H -1.80403 -3.76397 -8.45266 -0.88 -0.68 0.09
H -0.35415 -2.91915 -8.77199 -0.21 -0.65 1.22
H -3.38841 -2.75559 -7.33879 0.33 1.22 0.18
H -2.87667 -1.27530 -8.24382 -0.24 0.08 0.53
H -4.04476 -0.38547 -6.39853 0.03 -0.20 0.36
H -2.39179 -0.35504 -5.79642 0.98 0.82 0.17
H -4.19815 -0.40736 -3.86816 -0.88 0.77 0.50
H -2.50880 -0.66487 -3.50608 -0.08 -0.48 -0.09
H -3.74014 -1.87620 -2.90463 0.15 0.39 -0.49
C -4.60164 -2.94293 4.97765 -1.30 -0.79 -1.36
O -5.71645 -3.11576 4.04541 -0.09 0.84 0.65
C -6.57649 -1.94607 4.03291 -2.39 -2.88 1.08
C -6.19637 -0.87761 3.10395 0.18 1.48 1.45
O -6.05099 -1.26826 1.79338 -0.60 0.04 -0.68
C -4.70324 -1.25513 1.40991 0.07 0.69 -1.02
C -4.54240 -1.29346 -0.09587 -0.91 1.03 0.00
O -4.76730 -2.62091 -0.51235 0.23 -0.65 -0.94
C -6.06901 -3.01563 -0.94281 -0.19 1.40 0.26
H -4.05005 -3.89259 4.92948 -0.02 0.49 0.17
H -4.95381 -2.71729 5.98646 0.01 -0.06 0.00
H -4.04793 -2.13237 4.56059 1.03 0.55 0.23
H -6.71563 -1.62489 5.10640 0.19 0.22 -1.09
H -7.59986 -2.31971 3.69390 1.17 0.10 0.49
H -5.27451 -0.52432 3.52121 1.01 0.70 -0.15
H -6.89877 -0.02485 3.24058 0.09 -0.49 -0.38
H -4.19435 -2.08839 1.85016 0.52 -0.63 0.16
H -4.21967 -0.34936 1.74667 0.17 0.61 0.35
H -3.50239 -0.98258 -0.28734 -0.14 -0.54 -0.29
H -5.18524 -0.48532 -0.64490 0.69 -1.55 0.94
H -6.83662 -2.54227 -0.30283 0.20 0.17 -0.57
H -6.20601 -4.05948 -0.75504 0.36 -0.84 -0.04
H -6.20848 -2.81610 -2.02735 -0.08 0.05 0.62
C -1.59063 -0.97902 5.90807 0.98 1.17 -1.45
O -2.41996 -0.18796 6.68280 -1.02 0.13 1.36
C -2.08638 1.13703 7.05221 -0.75 0.46 -0.07
C -2.83104 2.17360 6.09814 2.87 -1.65 0.84
O -2.31044 1.80992 4.83753 -0.26 0.60 -1.43
C -2.75808 2.58017 3.72247 -0.28 -1.78 -2.51
C -2.92127 4.04519 3.88563 -0.05 0.15 4.02
O -1.77202 4.69483 4.40758 0.77 -0.23 -1.76
C -0.78130 4.77963 3.29460 -0.92 1.14 2.01
H -1.96016 -0.92191 4.86922 0.06 -0.59 0.15
H -1.53428 -2.02366 6.27063 0.03 0.66 -0.05
H -0.60922 -0.45452 5.82183 -0.08 -0.86 0.31
H -0.96908 1.31189 7.07077 -1.08 -0.12 -0.30
H -2.46866 1.25410 8.09240 0.31 0.10 -0.61
H -2.44744 3.13715 6.35255 -0.03 1.00 0.34
H -3.89286 2.13787 6.18178 -0.95 -0.30 -0.05
H -3.76670 2.24575 3.36272 0.34 -0.12 0.51
H -2.12760 2.32892 2.76345 -0.48 0.36 2.09
H -3.76614 4.24265 4.62108 0.94 -0.14 -0.72
H -3.16756 4.51273 3.00151 -0.92 0.73 -2.29
H -0.22496 5.70108 3.58900 -0.05 -0.87 -0.76
H -1.32253 4.86088 2.34158 0.28 0.27 0.16
H -0.16024 3.89662 3.27188 0.28 -0.13 0.04
C 2.63444 -5.94608 -3.17374 0.74 0.65 -1.17
O 3.17781 -5.12352 -2.21911 0.01 2.11 1.91
C 2.52552 -5.11029 -0.92704 1.85 -0.97 -1.60
C 3.38734 -4.25908 -0.02315 -1.23 -0.35 -0.28
O 2.75884 -4.37384 1.20381 -1.63 -0.13 1.31
C 3.46999 -4.10366 2.37298 1.04 0.80 -0.49
C 2.69661 -4.32662 3.63348 0.52 -0.69 0.54
O 2.08686 -3.12419 4.05720 -0.35 0.09 -0.08
C 0.96435 -3.40069 4.84511 -1.01 -1.04 2.19
H 2.99705 -6.91431 -2.93095 -0.41 -1.55 -0.21
H 3.12234 -5.62276 -4.11747 -0.50 -0.37 0.27
H 1.56039 -5.83350 -3.26772 -0.37 -0.31 0.01
H 2.47712 -6.10958 -0.57388 0.28 -1.29 0.61
H 1.50101 -4.83247 -0.97616 -0.92 1.11 -0.20
H 3.26043 -3.27401 -0.46584 0.84 0.67 0.30
H 4.39665 -4.62936 0.09907 0.51 0.12 -0.68
H 3.79825 -3.06263 2.37134 -0.02 0.41 0.12
H 4.41336 -4.64888 2.39888 0.08 -0.58 -0.09
H 3.45109 -4.67789 4.40669 -0.94 0.33 -0.53
H 1.91747 -5.09517 3.51277 0.40 0.02 -0.16
H 0.84790 -2.72636 5.71115 0.48 0.30 -0.56
H 1.04448 -4.40402 5.37299 0.02 0.87 -0.78
H -0.02234 -3.39502 4.35322 0.50 -0.01 -0.53
F 3.06576 1.68406 -4.49357 0.06 -0.20 0.66
C 2.68795 0.44025 -4.10920 0.65 -1.65 -0.56
C 1.46841 -0.04590 -4.53967 0.12 -1.24 1.19
C 1.14643 -1.40549 -4.28053 0.04 1.61 -1.12
C 2.02029 -2.25428 -3.66765 0.51 -1.20 0.70
C 3.29835 -1.81451 -3.32385 -0.16 1.29 -0.19
C 3.62703 -0.46985 -3.54747 1.57 1.07 0.25
H 0.71108 0.55509 -4.98262 -0.19 0.58 -0.50
H 0.26345 -1.74891 -4.78952 -0.56 -0.30 0.45
H 1.73685 -3.28306 -3.40281 0.13 0.47 -0.41
H 4.04311 -2.48379 -2.90798 -0.16 -0.01 0.03
H 4.69933 -0.10915 -3.30096 -2.00 -0.49 -0.48
F -2.10669 6.16381 -0.63680 0.22 0.44 -0.05
C -2.85987 5.05966 -0.74470 -0.95 -0.46 -0.69
C -2.32606 3.86188 -0.32231 -0.30 -0.15 0.60
C -3.08497 2.69593 -0.37751 0.40 -1.05 1.11
C -4.39917 2.75862 -0.81679 -0.84 -0.59 -0.45
C -4.95310 3.95550 -1.24887 2.61 1.08 -0.13
C -4.12998 5.13186 -1.29179 -1.31 -1.76 0.55
H -1.38407 3.90376 0.18388 0.54 -0.30 -0.09
H -2.69129 1.71538 0.06163 -0.35 1.55 -0.92
H -5.02159 1.85041 -0.88476 0.44 0.47 0.25
H -5.92714 4.01001 -1.65919 -0.84 -0.02 -0.20
H -4.61371 5.99683 -1.68956 0.30 0.75 -0.03